C12H14BF5N6V as an isolated structure, computed with wB97M-V/def2-TZVPD.

Last column: Löwdin spin population.
CARTESIAN COORDINATES (ANGSTROEM)
H1 0.348428 -2.136262 -3.112105  0.003
N1 0.567145 -0.521909 -1.711905  0.014
B1 1.882302 1.188751 -0.180735  0.004
N2 1.722440 0.264696 -1.432441  0.012
C1 2.553439 0.187510 -2.492512  0.020
V1 -1.305050 0.062725 -1.546827  2.738
H2 3.380558 0.870816 -2.623099  0.001
C2 2.095281 -0.794415 -3.381429  0.006
H3 2.536484 -1.080418 -4.323370  0.000
C3 0.921254 -1.284519 -2.802243  0.031
H4 2.740133 1.996416 -0.423808  0.000
C4 -2.266316 -2.424528 3.927718  0.000
H5 -3.340664 -2.318861 4.135032  0.000
H6 -1.982194 -1.685298 3.162767  0.000
H7 -1.713351 -2.194775 4.849596  0.000
N3 2.414876 0.479726 1.188519  0.000
N4 0.522561 1.947505 -0.063565  0.013
N5 1.574864 -0.462993 1.719349  0.001
N6 -0.753319 1.348402 -0.225519  0.014
C5 3.506961 0.548446 2.018023  0.000
C6 0.346919 3.276434 0.055416  0.023
H8 4.324265 1.218309 1.875577  0.000
H9 1.175694 3.966371 -0.033650  0.002
C7 3.350247 -0.393678 3.049434  0.000
C8 -1.015498 3.565488 0.180191  0.007
C9 2.107801 -1.015929 2.778467  0.000
C10 -1.663241 2.335659 0.087844  0.036
H10 3.971685 -0.647157 3.879281  0.000
H11 -1.468699 4.542914 0.279103  0.000
H12 1.598176 -1.812931 3.292009  0.000
H13 -2.700323 2.100963 0.239370  0.003
H14 -2.050669 -3.401453 3.602955  0.000
F1 -4.274834 -0.839423 -0.599147  0.004
C11 -3.195068 -1.335811 -1.324533  0.001
F2 -3.340395 -2.713075 -1.236298  0.000
C12 -3.186910 -0.898649 -2.786138  0.016
F3 -4.394950 -0.622261 -3.320544  0.004
F4 -2.491841 0.459789 -3.115345  0.040
F5 -2.498191 -1.776576 -3.585435  0.009

Cartesian forces, eV/Å:
-0.5358 0.0758 -0.1317
3.8914 -1.4841 -0.2882
0.9627 -0.0213 0.8965
-1.3189 -0.3135 -1.3115
-0.6997 -0.6187 0.1442
-0.5329 -1.2571 0.7288
0.0885 -0.2334 0.3955
-0.0967 0.1488 0.7099
0.0496 -0.1013 0.1997
0.3286 1.7592 0.5622
-0.0871 0.0856 -0.2042
-0.3731 1.7941 0.5707
0.3246 -0.0952 -0.0931
-0.0738 -0.3540 0.2204
-0.1387 -0.1384 -0.2838
-1.3297 -0.8700 0.4251
-1.7045 0.1092 -0.8696
-1.1559 -0.1078 -1.5660
1.0411 2.8846 3.2673
-0.4007 -0.8771 0.6007
-0.4695 -0.5069 0.1347
0.2403 0.3533 -0.2864
0.0258 -0.2528 0.3769
-0.4796 0.4659 -1.1329
0.1619 -0.1867 0.0526
0.8661 1.1399 -0.3536
1.7669 -0.3156 -0.7302
0.5368 0.2355 0.1238
0.1136 -0.2202 0.1467
-0.0506 0.0220 0.0945
-0.2358 -0.1191 -0.3199
0.2786 -1.1972 -0.4309
0.6250 0.1996 -1.1302
1.4951 0.9478 0.0944
0.4843 0.9772 -0.5677
-2.8688 -1.5076 -1.9658
1.0768 -0.2358 -0.0102
-0.9362 -1.7518 0.6864
-0.8696 1.5668 1.2451

Its orbital gap (alpha / beta) is 8.171 / 8.623 eV. For the energy relative to the best compared isomer or geometry (same formula, charge and spin), the calculation gives 0.0 kcal/mol. For the LUMO energy (alpha / beta), the calculation gives -0.003 / 0.106 eV. Its spin multiplicity is 4. The expectation value of S² is 3.762. The calculation puts the total energy at -2262.32558 hartree.